116
Properties=species:S:1:pos:R:3:forces:R:3 method="wB97M-V/def2-TZVPD" spin_multiplicity=1
Tl -0.77485 0.30239 0.69409 0.1 -0.2 0.0
C 5.03524 -0.33958 5.73099 0.0 0.0 0.0
C 3.90419 -1.34858 5.89439 0.1 0.2 -0.1
N 2.92435 -1.27732 4.82184 0.0 0.1 0.0
C 1.86371 -0.39730 4.95006 0.2 -0.2 0.0
C 0.79665 -0.34926 4.13597 0.0 -0.3 0.1
C -0.18041 0.81565 4.29154 0.8 0.1 0.1
O -0.35072 1.26340 5.43481 -0.3 -0.1 -0.2
O -0.52419 1.26439 3.17607 -0.7 0.4 -0.2
C 0.69215 -1.35060 3.08718 0.5 0.1 0.1
O -0.32826 -1.68707 2.50960 -0.2 -0.2 0.1
C 1.98821 -1.99535 2.74384 -0.1 -0.1 0.2
C 2.09431 -2.66588 1.53508 -0.1 -0.2 0.2
C 3.23034 -3.36852 1.24706 0.0 -0.1 0.1
F 3.31051 -4.06397 0.07776 0.0 -0.2 0.2
C 4.29571 -3.42433 2.14364 -0.1 0.0 0.0
C 4.20609 -2.72989 3.33744 0.1 0.0 0.0
C 3.05566 -1.99570 3.65498 0.0 0.0 0.0
N 5.47111 -4.21830 1.91682 0.0 -0.1 -0.1
C 5.47157 -5.48549 2.62380 0.0 0.1 -0.2
C 6.89388 -5.99952 2.71934 -0.1 0.0 0.1
N 7.43298 -6.14455 1.31747 0.0 0.1 0.1
C 7.36619 -4.83351 0.57101 0.0 0.1 0.0
C 5.91957 -4.38411 0.54703 0.1 0.1 0.2
H 5.74154 -0.41705 6.55969 0.0 0.0 0.0
H 4.63401 0.67383 5.71463 0.0 0.0 0.0
H 5.57169 -0.50130 4.79462 0.0 0.0 0.0
H 3.37214 -1.16848 6.82765 0.0 0.0 0.0
H 4.29482 -2.36601 5.94305 0.0 0.0 0.0
H 1.93666 0.30673 5.77068 -0.1 -0.1 0.1
H 1.25615 -2.63562 0.84736 0.1 -0.1 0.3
H 5.06187 -2.75573 3.99981 0.0 0.0 0.0
H 4.84109 -6.23864 2.11743 0.0 0.0 0.0
H 5.07615 -5.34243 3.62700 0.0 0.0 0.0
H 6.95380 -6.96627 3.21534 0.0 0.0 -0.1
H 7.52561 -5.27577 3.23017 0.1 0.0 0.0
H 6.85042 -6.82279 0.82084 0.0 0.0 0.0
H 8.38664 -6.50306 1.33135 0.0 0.0 0.0
H 7.77049 -4.98791 -0.42747 0.0 -0.1 0.0
H 7.98090 -4.12121 1.11770 0.1 -0.1 0.0
H 5.32150 -5.11517 -0.01603 0.0 0.0 0.0
H 5.85637 -3.43220 0.02259 0.0 0.0 0.0
S 4.30708 0.29999 -0.15591 0.0 -0.2 0.0
C 3.92378 1.56459 0.92580 0.0 0.1 0.1
C 2.59045 1.61522 1.20133 -0.1 0.0 0.0
C 1.78918 0.61842 0.54681 -0.1 -0.2 0.0
C 2.59708 -0.17347 -0.22284 0.2 0.0 -0.1
C 2.23890 -1.31866 -1.06544 0.0 0.2 -0.3
C 3.16505 -1.94614 -1.91934 -0.1 0.2 0.0
C 2.76734 -3.01336 -2.69499 0.0 0.0 0.0
C 1.45324 -3.46062 -2.62100 0.0 0.0 0.0
C 0.60346 -2.78455 -1.76064 0.0 0.0 0.0
N 0.97284 -1.75565 -1.00503 -0.1 0.1 -0.4
H 4.70966 2.20565 1.29971 0.0 0.0 0.0
H 2.17075 2.35421 1.87452 0.0 0.0 0.0
H 4.18107 -1.57709 -1.96982 0.0 0.0 0.0
H 3.47444 -3.49664 -3.35983 0.0 0.0 0.0
H 1.09913 -4.29923 -3.20509 0.0 0.0 0.0
H -0.43609 -3.08597 -1.66246 0.0 0.0 0.0
C -7.08542 3.91701 0.98029 0.0 0.0 0.0
C -5.94487 4.87001 0.59824 0.0 0.0 0.0
C -5.86899 6.00918 1.62555 0.0 0.0 0.0
C -6.25613 5.48398 -0.76680 0.0 0.0 0.0
C -4.62617 4.10181 0.60089 0.0 0.1 0.0
C -4.10703 3.59566 1.78966 0.0 -0.1 0.0
C -2.88991 2.93724 1.78157 0.0 0.0 -0.1
N -2.17812 2.76132 0.67079 0.1 0.2 0.1
C -2.66758 3.21080 -0.47705 0.1 -0.1 0.0
C -3.88408 3.88344 -0.55074 0.0 0.0 0.0
C -1.83243 2.93944 -1.69343 0.0 0.0 0.1
C -2.10968 3.49926 -2.93277 0.0 0.1 -0.1
C -1.29741 3.22580 -4.02964 0.0 0.0 0.0
C -0.21017 2.38879 -3.81504 0.0 0.0 0.0
C -0.00223 1.86689 -2.54439 -0.1 0.0 0.0
N -0.79259 2.12464 -1.51426 0.2 0.1 -0.1
C -1.61621 3.85275 -5.38480 0.0 0.0 0.0
C -3.02370 3.42573 -5.82285 0.0 0.0 0.0
C -0.62472 3.42468 -6.46628 0.0 0.0 0.0
C -1.56086 5.38187 -5.25488 0.0 0.0 0.0
H -8.02911 4.46536 1.03930 0.0 0.0 0.0
H -6.90128 3.44712 1.94741 0.0 0.0 0.0
H -7.19169 3.12494 0.23613 0.0 0.0 0.0
H -6.78706 6.60082 1.59544 0.0 0.0 0.0
H -5.02694 6.66881 1.40702 0.0 0.0 0.0
H -5.74515 5.62988 2.63986 0.0 0.0 0.0
H -7.17437 6.07078 -0.69779 0.0 0.0 0.0
H -6.40822 4.71774 -1.52966 0.0 0.0 0.0
H -5.45709 6.15169 -1.09607 0.0 0.0 0.0
H -4.64200 3.69728 2.72542 0.0 0.0 0.0
H -2.44268 2.53148 2.68511 0.0 0.0 0.0
H -4.25262 4.22210 -1.50687 0.0 0.0 0.0
H -2.95584 4.16310 -3.04565 0.0 0.0 0.0
H 0.47653 2.13268 -4.60905 0.0 0.0 0.0
H 0.83730 1.20832 -2.33843 0.0 0.0 0.0
H -3.08543 2.33866 -5.90686 0.0 0.0 0.0
H -3.26164 3.85949 -6.79706 0.0 0.0 0.0
H -3.78413 3.74989 -5.11132 0.0 0.0 0.0
H -0.62729 2.34206 -6.60720 0.0 0.0 0.0
H 0.39240 3.74103 -6.22728 0.0 0.0 0.0
H -0.90443 3.88803 -7.41435 0.0 0.0 0.0
H -2.30844 5.75238 -4.55233 0.0 0.0 0.0
H -1.74204 5.84965 -6.22557 0.0 0.0 0.0
H -0.57908 5.69961 -4.89839 0.0 0.0 0.0
N -3.76281 0.15364 -0.45654 -0.3 0.2 -0.1
C -4.23321 -0.83729 -0.79717 0.0 -0.3 -0.1
C -4.78556 -2.08333 -1.27040 0.1 0.2 0.1
C -4.38306 -2.58156 -2.50629 0.0 0.0 -0.1
C -4.94295 -3.75316 -2.98876 0.0 0.0 0.0
C -5.89730 -4.42912 -2.24024 0.0 0.0 0.0
C -6.27907 -3.94263 -0.99724 0.0 0.0 0.0
C -5.72520 -2.77038 -0.50853 0.0 0.0 0.1
H -3.63751 -2.04386 -3.07700 0.0 0.0 0.0
H -4.63588 -4.14039 -3.95126 0.0 0.0 0.0
H -6.35065 -5.33168 -2.62925 0.0 0.0 0.0
H -7.00951 -4.47829 -0.40566 0.0 0.0 0.0
H -6.01191 -2.37974 0.45844 0.0 0.0 0.0

***

119
Properties=species:S:1:pos:R:3:forces:R:3 method="wB97M-V/def2-TZVPD" total_charge=+2 spin_multiplicity=1
Ta -0.06539 0.21628 1.02229 0.6 0.1 0.1
S -1.77077 -3.13111 -0.37573 0.0 0.1 -0.1
P -0.02771 -2.55223 -1.04582 -0.2 -0.3 0.4
C 0.71121 -1.38940 0.12064 -0.9 0.0 -0.2
P 2.00410 -1.87705 1.19624 -0.3 0.1 -0.2
S 1.61676 -0.54398 2.69539 -0.3 0.3 0.2
C 1.92845 -3.55816 1.79812 0.0 -0.1 0.1
C 2.92681 -4.47219 1.46549 0.1 0.0 0.0
C 2.86558 -5.76443 1.96023 -0.1 0.0 0.0
C 1.80003 -6.15591 2.75655 0.0 0.0 0.0
C 0.79168 -5.25267 3.06931 0.0 0.0 0.0
C 0.86069 -3.95257 2.60279 -0.1 0.1 0.0
C 3.62520 -1.58298 0.53256 0.2 0.0 -0.2
C 3.75446 -1.06514 -0.75100 0.0 0.1 0.0
C 5.01579 -0.81840 -1.27201 0.0 -0.1 0.1
C 6.13875 -1.06888 -0.49974 0.0 0.0 0.0
C 6.01117 -1.56246 0.79525 0.0 0.0 -0.1
C 4.75630 -1.82315 1.31386 0.0 0.0 0.0
C 0.06629 -1.71579 -2.64854 -0.1 0.2 -0.1
C -0.34480 -2.42876 -3.77857 0.0 0.0 0.1
C -0.27846 -1.84844 -5.03086 0.0 0.1 0.0
C 0.21597 -0.55398 -5.17720 0.0 0.0 0.0
C 0.64042 0.15276 -4.06532 0.0 0.0 0.1
C 0.55908 -0.42473 -2.80038 0.1 0.0 0.0
C 1.02412 -3.99876 -1.35176 0.3 0.1 -0.1
C 2.22106 -3.85764 -2.05853 0.0 0.0 0.0
C 3.00015 -4.96518 -2.34778 -0.1 0.0 0.0
C 2.56783 -6.22921 -1.96310 0.0 0.0 0.0
C 1.36841 -6.37636 -1.28342 0.0 0.0 0.1
C 0.60193 -5.26470 -0.96592 0.0 0.0 0.1
H 3.75234 -4.18390 0.82787 0.0 0.0 0.0
H 3.64626 -6.46917 1.71145 0.0 0.0 0.0
H 1.75374 -7.16793 3.13504 0.0 0.0 0.0
H -0.03984 -5.56274 3.68686 0.0 0.0 0.0
H 0.08507 -3.24293 2.86094 0.0 0.0 0.0
H 2.87239 -0.83120 -1.33246 0.0 0.0 0.0
H 5.12093 -0.41667 -2.27003 0.0 0.0 0.0
H 7.12342 -0.87174 -0.90171 0.0 0.0 0.0
H 6.89183 -1.74390 1.39533 0.0 0.0 0.0
H 4.66180 -2.20924 2.32232 0.0 0.0 0.0
H -0.72319 -3.43889 -3.67255 0.0 0.0 0.0
H -0.60006 -2.40582 -5.90011 0.0 0.0 0.0
H 0.28183 -0.10933 -6.16094 0.0 0.0 0.0
H 1.04599 1.15023 -4.17586 0.0 0.0 0.0
H 0.92201 0.12579 -1.93893 0.0 0.0 0.0
H 2.53897 -2.88308 -2.40686 0.0 0.0 0.0
H 3.92557 -4.84693 -2.89476 0.0 0.0 0.0
H 3.16199 -7.09926 -2.20845 0.0 0.0 0.0
H 1.02705 -7.36154 -0.99506 0.0 0.0 0.0
H -0.33479 -5.37451 -0.43447 0.0 0.0 0.0
C -2.21560 3.72005 3.89060 0.0 0.0 0.1
C -1.73481 2.84566 2.77776 0.0 -0.2 -0.3
N -1.52348 1.58665 2.83707 0.2 0.0 0.4
N -1.75531 0.91178 4.00717 0.1 0.0 -0.2
C -1.87736 -0.42712 3.91966 -0.1 -0.1 0.0
N -2.19199 -1.09144 5.02569 0.0 0.1 0.0
S -1.69786 -1.25911 2.45162 0.0 -0.3 -0.1
C -1.50658 3.40143 1.41803 0.0 -0.1 0.3
C -1.78278 4.72232 1.12202 0.0 0.0 -0.1
C -1.53661 5.18891 -0.16545 0.0 0.0 0.1
C -1.01594 4.31507 -1.09261 0.1 0.0 0.0
C -0.77107 3.00349 -0.70830 0.0 0.1 0.0
N -1.01966 2.53768 0.51331 0.0 -0.1 -0.3
H -1.95335 3.34559 4.87898 0.0 0.0 0.0
H -3.30104 3.83513 3.84641 0.0 0.0 0.0
H -1.77451 4.71145 3.81424 0.0 0.0 0.0
H -1.97576 1.41123 4.85915 0.0 0.0 -0.1
H -2.40049 -0.64007 5.90241 0.0 0.0 0.0
H -2.26985 -2.09472 4.98336 0.0 0.0 0.0
H -2.18492 5.38527 1.87260 0.0 0.0 0.0
H -1.75027 6.21641 -0.42664 0.0 0.0 0.0
H -0.81092 4.61921 -2.10848 0.0 0.0 0.0
H -0.34817 2.30734 -1.41728 0.1 0.0 0.0
C -3.95894 0.73169 0.80995 -0.1 0.0 0.1
P -2.85044 0.33856 -0.57922 0.2 -0.1 0.0
C -3.10629 1.76986 -1.70388 -0.1 0.0 0.1
C -3.96490 2.81855 -1.38455 0.0 0.0 0.0
C -4.15617 3.87139 -2.27105 0.0 0.0 0.0
C -3.49020 3.89065 -3.48574 0.0 0.0 0.0
C -2.62822 2.85086 -3.81215 0.0 0.0 0.0
C -2.43900 1.80114 -2.92893 0.0 0.0 0.0
C -3.81793 -0.90760 -1.49434 -0.1 0.0 0.0
C -5.03763 -1.38182 -1.02524 0.0 -0.2 0.0
C -5.79190 -2.26041 -1.79639 0.1 0.1 0.0
C -5.34426 -2.65447 -3.04453 0.0 0.0 0.0
C -4.12950 -2.17749 -3.52162 0.0 -0.1 0.0
C -3.37327 -1.32043 -2.74744 0.0 0.1 0.0
H -4.94780 1.00878 0.44826 0.0 0.0 0.0
H -3.55368 1.54851 1.40120 0.0 0.0 0.0
H -4.04838 -0.14638 1.44699 0.0 0.0 0.0
H -4.49435 2.84180 -0.44348 0.0 0.0 0.0
H -4.83605 4.67255 -2.01361 0.0 0.0 0.0
H -3.64854 4.70439 -4.18022 0.0 0.0 0.0
H -2.10873 2.85356 -4.76135 0.0 0.0 0.0
H -1.75810 1.00679 -3.20103 0.0 0.0 0.0
H -5.42031 -1.10367 -0.05455 0.0 0.0 0.0
H -6.73409 -2.62849 -1.41462 0.0 0.0 0.0
H -5.93581 -3.33181 -3.64484 0.0 0.0 0.0
H -3.76552 -2.48252 -4.49355 0.0 0.0 0.0
H -2.42337 -0.97487 -3.12360 0.0 0.0 -0.1
C 2.61201 3.46498 4.19054 0.0 0.1 0.1
C 1.23864 3.14125 3.66053 -0.1 -0.1 -0.2
O 1.20615 2.29829 2.47684 0.2 0.3 0.3
P 2.15129 2.48551 1.18054 -0.4 -0.7 -0.6
O 1.28389 1.45289 0.27206 1.0 0.4 0.6
Te 4.40222 2.07241 1.22303 0.0 0.0 0.1
O 1.74245 3.95981 0.78742 -0.2 0.1 -0.3
C 2.51813 4.80712 -0.12148 -0.1 -0.1 0.1
C 3.13498 5.93251 0.66285 0.1 0.1 0.0
H 2.47650 4.04892 5.10295 0.0 0.0 0.0
H 3.19943 4.05988 3.49476 0.0 0.0 0.0
H 3.17491 2.56520 4.43085 0.0 0.0 0.0
H 0.68490 4.05000 3.41281 0.0 0.1 0.0
H 0.67766 2.56597 4.39942 0.0 0.0 0.0
H 1.79588 5.15621 -0.85842 0.0 0.0 0.0
H 3.27159 4.19377 -0.61472 0.0 0.0 0.0
H 2.37707 6.49357 1.20929 0.0 0.0 0.0
H 3.64063 6.61964 -0.01625 0.0 0.0 0.0
H 3.87500 5.54866 1.36452 0.0 0.0 0.0

***

Let's list Kohn-Sham gap in order: 3.489, 5.838 eV.
Let's list ΔE to the lowest compared entry with this formula, charge and spin in order: 0.0, 10.5 kcal per mole.